58
Properties=species:S:1:pos:R:3 method="wB97M-V/def2-TZVPD" e_above_lowest_kj_mol=187.9 lumo_energy_ha="0.06247 / 0.04674" total_charge=-1 e_tot_ev=-46874.9763
O 1.017 0.421 -6.832
C 0.818 1.641 -7.683
C 0.639 0.927 -9.009
H 1.724 2.248 -7.577
H -0.073 2.248 -7.436
C 0.754 -0.315 -8.082
H 1.494 1.064 -9.696
H -0.341 1.031 -9.509
C 1.948 -1.135 -8.534
H 2.854 -0.517 -8.477
H 1.834 -1.469 -9.584
H 2.054 -2.017 -7.897
C -0.542 -1.113 -7.972
H -1.354 -0.513 -7.543
H -0.364 -1.945 -7.284
H -0.914 -1.527 -8.930
Cd 2.196 0.262 -1.498
C -2.172 -0.513 1.269
C -1.617 0.787 1.425
C -1.641 1.430 0.145
H -1.320 1.230 2.366
C -2.218 0.521 -0.793
C -2.523 -0.684 -0.102
H -2.946 -1.586 -0.546
H -2.321 -1.240 2.063
H -1.354 2.448 -0.070
H -2.441 0.735 -1.833
C 1.363 -1.969 1.145
C 0.363 -2.568 0.335
C 0.834 -2.638 -0.985
H -0.600 -2.915 0.693
C 2.175 -2.084 -1.018
C 2.488 -1.702 0.341
H 3.459 -1.371 0.704
H 1.266 -1.778 2.210
H 0.303 -3.078 -1.829
H 2.926 -2.345 -1.767
O 0.208 1.239 -3.021
C -0.515 0.205 -3.766
C -1.526 1.017 -4.570
H -0.939 -0.533 -3.060
H 0.173 -0.347 -4.435
C -0.690 2.227 -4.968
H -2.339 1.309 -3.878
H -1.970 0.512 -5.424
C 0.239 2.491 -3.774
H -1.188 3.048 -5.512
H 0.055 1.780 -5.650
H -0.010 3.335 -3.066
H 1.274 2.735 -4.102
C 2.987 2.837 1.950
S 1.481 2.173 1.185
O 1.339 0.819 1.722
O 0.408 3.114 1.496
O 1.797 2.123 -0.331
H 2.792 3.852 2.319
H 3.795 2.865 1.206
H 3.256 2.182 2.791

=====

17
Properties=species:S:1:pos:R:3 method="wB97M-V/def2-TZVPD" e_above_lowest_kj_mol=131.8 lumo_energy_ha=-0.14403 total_charge=+1 e_tot_ev=-18571.5066
C -0.900 -0.654 1.095
C 1.292 1.342 -1.197
C 0.109 0.591 -0.736
N -0.746 -1.196 2.279
N -1.931 -1.062 0.394
N -0.012 0.301 0.620
S 0.464 -1.431 -1.746
H 1.337 1.323 -2.246
H 1.413 2.367 -1.064
H 2.282 0.866 -1.005
H -0.810 1.027 -1.229
H -1.227 -2.020 2.596
H -0.095 -0.773 2.891
H -2.433 -1.822 0.725
H -1.734 -1.038 -0.699
H 0.964 0.179 1.096
H 0.283 -1.266 -3.049

=====

51
Properties=species:S:1:pos:R:3 method="wB97M-V/def2-TZVPD" smiles="COc1ccc(/C=N/NC(=O)c2cc(C)n(-c3ccccc3)c2C)cc1OC" e_above_lowest_kj_mol=413.8 lumo_energy_ha=0.02005 e_tot_ev=-33798.8617
C 5.672 2.395 0.403
H 6.672 2.829 0.402
O 5.866 1.034 0.092
C 4.829 0.160 0.012
C 5.215 -1.145 -0.292
C 4.300 -2.167 -0.416
C 2.944 -1.908 -0.234
C 2.546 -0.605 0.075
C 3.456 0.430 0.199
O 3.080 1.719 0.496
C 1.713 1.990 0.674
H 1.297 1.419 1.511
H 1.140 1.781 -0.235
H 1.657 3.054 0.900
H 1.492 -0.439 0.218
C 1.971 -2.965 -0.367
N 0.719 -2.752 -0.238
N -0.134 -3.766 -0.390
C -1.490 -3.715 -0.142
O -2.110 -4.762 -0.148
C -2.101 -2.418 0.141
C -1.924 -1.180 -0.449
N -2.812 -0.319 0.131
C -3.547 -0.977 1.088
C -3.136 -2.276 1.106
H -3.500 -3.060 1.737
C -4.567 -0.269 1.909
H -5.397 0.079 1.294
H -4.956 -0.947 2.664
H -4.132 0.600 2.404
C -2.972 1.047 -0.190
C -4.061 1.461 -0.947
C -4.219 2.802 -1.248
C -3.294 3.730 -0.801
C -2.208 3.318 -0.046
C -2.047 1.979 0.264
H -1.211 1.647 0.861
H -1.487 4.040 0.306
H -3.419 4.775 -1.040
H -5.066 3.123 -1.837
H -4.772 0.728 -1.298
C -1.099 -0.761 -1.615
H -0.111 -1.210 -1.558
H -1.569 -1.084 -2.545
H -1.003 0.323 -1.645
H 0.232 -4.706 -0.573
H 2.358 -3.966 -0.594
H 4.636 -3.165 -0.654
H 6.269 -1.325 -0.428
H 5.220 2.525 1.388
H 5.057 2.898 -0.346

=====

67
Properties=species:S:1:pos:R:3 method="wB97M-V/def2-TZVPD" lumo_energy_ha=0.07679 total_charge=-1 e_tot_ev=-58269.5390
C -1.074 4.838 -0.993
C -1.437 3.754 -0.626
C -1.752 2.434 -0.073
C -1.016 1.290 -0.804
C -1.159 1.610 -2.317
C -0.934 0.433 -3.234
O -0.868 0.618 -4.414
O -1.558 -0.038 -0.644
C -2.854 -0.308 -0.352
O -2.962 -1.696 -0.413
I -4.409 0.277 -1.877
C -3.412 0.091 1.034
C -4.105 -1.024 1.812
C -5.491 -1.398 1.288
C 0.517 1.150 -0.423
C 1.344 2.219 -1.166
O 0.933 -0.118 -0.967
C 1.659 -1.091 -0.332
C 1.592 -2.244 -1.365
C 2.283 -3.550 -0.966
C 3.568 -3.880 -1.768
O 1.175 -1.602 0.938
C 0.090 -2.278 0.895
N -0.619 -3.182 0.946
C 3.191 -0.856 -0.141
F 3.556 0.463 -0.208
C 3.802 -1.394 1.168
C 3.647 -0.493 2.383
P 0.986 1.524 1.369
C -0.194 0.740 2.556
O 0.685 3.073 1.605
H -0.645 5.801 -1.028
H -1.613 2.492 0.997
H -2.822 2.304 -0.222
H -0.537 2.422 -2.654
H -2.162 1.963 -2.524
H -0.786 -0.593 -2.872
H -2.834 -1.923 -1.337
H -4.170 0.844 0.872
H -2.686 0.555 1.687
H -3.482 -1.891 1.983
H -4.295 -0.599 2.795
H -5.919 -0.536 0.791
H -6.169 -1.670 2.087
H -5.441 -2.170 0.533
H 0.783 3.108 -1.396
H 1.743 1.773 -2.068
H 2.181 2.550 -0.568
H 0.580 -2.367 -1.724
H 2.130 -1.841 -2.215
H 2.430 -3.678 0.094
H 1.594 -4.344 -1.232
H 4.393 -3.859 -1.066
H 3.755 -3.148 -2.540
H 3.500 -4.876 -2.175
H 3.751 -1.345 -0.923
H 4.870 -1.411 0.964
H 3.520 -2.415 1.381
H 2.643 -0.459 2.769
H 4.061 0.483 2.199
H 4.268 -0.933 3.163
H -0.688 -0.151 2.192
H 0.373 0.497 3.445
H -0.938 1.464 2.879
H 1.408 3.684 1.182
O 1.399 5.735 0.594
H 0.609 5.486 1.080